No. 1
A gas-phase ion, C4H7N2 (charge +1). Source: the Open Molecules 2025 dataset; level of theory: ωB97M-V with the def2-TZVPD basis set.

Positions of all 13 atoms, in Å:
C  -0.596  -0.186  2.073
C  -0.091  -0.161  0.668
C  -0.667  -0.803  -0.384
N  -0.205  -0.226  -1.544
C  0.777  0.634  -1.224
N  0.840  0.672  0.096
H  -0.297  -0.995  2.762
H  -0.066  0.691  2.529
H  -1.650  -0.020  2.244
H  -1.345  -1.677  -0.426
H  -0.403  -0.561  -2.476
H  1.428  0.925  -2.078
H  1.227  1.348  0.743

For the HOMO energy, the calculation gives -14.31 eV. As for the charge: +1. The calculated total energy is -7234.9481 eV. Its largest force on an atom is 0.0609 hartree/bohr. The value obtained for the relative energy (zero: lowest compared OMol25 entry of this formula, charge and spin) is 76.24 kJ/mol. The gap between HOMO and LUMO comes out at 10.8 eV.



No. 2
A molecular structure, C26H21BrF4KN5O6P. Source: the Open Molecules 2025 dataset; level of theory: ωB97M-V with the def2-TZVPD basis set.

Positions of all 65 atoms, in Å:
K  -2.134  0.845  -1.017
Br  1.087  -0.616  -1.926
C  0.601  -0.935  -0.115
C  1.518  -0.707  0.892
C  1.094  -0.911  2.191
C  -0.201  -1.338  2.437
C  -1.001  -1.568  1.334
N  -0.635  -1.357  0.075
C  -3.507  -1.761  0.782
O  -4.287  -2.428  1.725
O  -3.809  -1.184  -0.208
H  2.513  -0.359  0.661
H  1.769  -0.724  3.015
H  -0.582  -1.481  3.436
F  -2.082  -2.725  6.184
C  -1.191  -3.296  5.359
C  0.105  -3.444  5.789
F  0.382  -3.035  7.037
C  1.137  -3.986  4.986
C  0.683  -4.396  3.710
C  -0.616  -4.248  3.293
F  -0.925  -4.620  2.036
C  -1.607  -3.672  4.084
C  -2.945  -3.369  3.561
C  -3.118  -2.686  2.433
N  -2.335  -2.032  1.478
C  -4.133  -3.832  4.218
N  -5.084  -4.207  4.745
F  1.548  -4.924  2.829
C  2.488  -4.091  5.407
C  2.951  -3.605  6.656
N  3.394  -3.216  7.649
C  3.502  -4.674  4.604
N  4.371  -5.141  4.003
C  -2.330  3.398  3.615
C  -0.967  2.720  3.638
C  -1.040  1.437  4.453
C  0.096  3.652  4.204
O  -0.524  2.307  2.323
P  -0.913  2.961  0.912
O  -2.390  2.829  0.655
O  -0.048  2.319  -0.133
O  -0.500  4.493  1.190
C  -0.223  5.464  0.154
C  -1.214  5.338  -0.995
C  1.207  5.262  -0.326
C  -0.379  6.810  0.846
H  -2.623  3.624  4.643
H  -3.078  2.751  3.161
H  -2.307  4.328  3.049
H  -1.304  1.653  5.489
H  -0.075  0.928  4.441
H  -1.794  0.768  4.034
H  -0.158  3.943  5.225
H  0.178  4.549  3.592
H  1.064  3.149  4.216
H  -1.070  4.398  -1.528
H  -1.058  6.162  -1.695
H  -2.238  5.369  -0.624
H  1.323  4.262  -0.742
H  1.902  5.375  0.507
H  1.454  6.005  -1.089
H  -1.404  6.943  1.196
H  -0.135  7.621  0.158
H  0.290  6.870  1.705

For the HOMO energy, the calculation gives -4.67 eV. As for the charge: -1. The calculated total energy is -153570.9544 eV. Its largest force on an atom is 0.0099 hartree/bohr. The value obtained for the relative energy (zero: lowest compared OMol25 entry of this formula, charge and spin) is 7.58 kJ/mol. The gap between HOMO and LUMO comes out at 6.1 eV.



No. 3
A molecular structure, CH2Na10O8S. Source: the Open Molecules 2025 dataset; level of theory: ωB97M-V with the def2-TZVPD basis set.

Positions of all 22 atoms, in Å:
Na  0.874  1.178  3.966
Na  -0.934  2.853  -0.753
Na  1.249  -2.329  -0.127
Na  -3.353  -1.032  1.557
Na  -1.766  -3.630  0.380
Na  -2.689  2.254  1.797
Na  -2.447  -0.860  -1.802
Na  -0.107  -1.997  3.483
Na  2.108  1.472  0.525
Na  3.026  -0.958  2.343
C  -0.563  -0.231  0.750
O  -0.958  -1.267  0.137
O  0.491  -0.303  1.494
O  -1.248  0.858  0.497
S  3.118  -0.456  -1.633
O  2.203  -1.397  -2.318
O  2.923  -0.578  -0.166
O  4.528  -0.621  -1.900
O  2.788  0.939  -1.945
O  -2.978  1.653  -2.108
H  -3.121  2.186  -1.318
H  -3.144  2.267  -2.860

For the HOMO energy, the calculation gives -23.63 eV. As for the charge: +6. The calculated total energy is -72376.4124 eV. Its largest force on an atom is 0.0823 hartree/bohr. The value obtained for the relative energy (zero: lowest compared OMol25 entry of this formula, charge and spin) is 0.00 kJ/mol. The gap between HOMO and LUMO comes out at 2.2 eV.



No. 4
7 unconnected molecules or ions with the total composition C14H42O7S5. Source: the Open Molecules 2025 dataset; level of theory: ωB97M-V with the def2-TZVPD basis set.

Positions of all 68 atoms, in Å:
C  -3.451  1.708  3.402
C  -3.235  0.472  2.614
O  -2.544  -0.509  3.325
H  -3.909  2.422  3.086
H  -2.678  2.259  3.778
H  -4.320  1.439  4.084
H  -2.832  0.629  1.654
H  -4.248  -0.118  2.376
H  -1.974  -0.982  2.646
C  -0.597  0.492  -0.587
C  -0.020  -0.704  -1.283
O  -0.862  -1.747  -1.211
H  -0.110  1.553  -0.979
H  -0.550  0.252  0.427
H  -1.577  0.790  -0.952
H  0.862  -1.051  -0.973
H  0.307  -0.663  -2.262
H  -1.153  -1.932  -0.279
C  1.368  -0.969  2.758
S  2.963  -0.246  2.803
O  3.601  -0.914  3.945
C  3.648  -1.071  1.396
H  0.836  -0.597  1.784
H  0.899  -0.699  3.671
H  1.307  -1.906  2.804
H  4.660  -0.728  1.420
H  3.058  -1.089  0.388
H  3.506  -2.160  1.770
C  -0.600  -4.557  0.704
S  -1.652  -3.782  1.919
O  -1.498  -2.312  1.637
C  -3.243  -4.184  1.200
H  -0.662  -3.753  -0.360
H  -0.747  -5.566  0.345
H  0.528  -4.599  1.116
H  -3.285  -5.281  1.147
H  -3.253  -3.873  0.182
H  -4.154  -3.765  1.785
C  0.376  2.852  3.339
S  1.596  3.693  2.303
O  2.279  2.557  1.565
C  0.597  4.353  1.061
H  -0.143  3.633  4.032
H  0.879  2.243  4.014
H  -0.339  2.172  2.878
H  -0.250  5.105  1.632
H  -0.135  3.909  0.436
H  1.130  5.093  0.488
C  4.568  2.517  -1.415
S  3.026  3.419  -1.445
O  3.317  4.883  -1.925
C  2.040  2.391  -2.653
H  5.257  2.864  -0.726
H  4.919  2.452  -2.375
H  4.461  1.361  -0.972
H  2.500  2.092  -3.651
H  1.144  2.924  -2.892
H  1.704  1.531  -2.120
C  -2.586  -1.265  -4.539
S  -1.176  -2.321  -4.944
O  -1.710  -3.236  -6.003
C  -0.024  -1.176  -5.830
H  -2.321  -0.711  -3.715
H  -3.451  -1.926  -4.428
H  -2.977  -0.799  -5.405
H  0.518  -0.486  -5.169
H  -0.348  -0.474  -6.598
H  0.757  -1.909  -6.228

For the HOMO energy, the calculation gives -8.51 eV. The calculated total energy is -83695.2840 eV. Its largest force on an atom is 0.2211 hartree/bohr. The value obtained for the relative energy (zero: lowest compared OMol25 entry of this formula, charge and spin) is 0.00 kJ/mol. The gap between HOMO and LUMO comes out at 8.7 eV.



No. 5
2 unconnected molecules or ions with the total composition CH5N2P. Source: the Open Molecules 2025 dataset; level of theory: ωB97M-V with the def2-TZVPD basis set.

Positions of all 9 atoms, in Å:
C  0.537  0.133  0.347
N  -2.180  -1.567  -1.392
N  -0.149  1.125  -0.350
P  -2.238  -0.130  -2.009
H  1.418  0.646  0.764
H  -0.001  -0.371  1.185
H  1.051  -0.702  -0.099
H  -1.452  -1.939  -0.661
H  -1.139  1.152  -0.057

For the HOMO energy (spin up / spin down), the calculation gives -7.61 / -9.51 eV. The calculated total energy is -13382.9398 eV. Its largest force on an atom is 0.0530 hartree/bohr. The value obtained for the relative energy (zero: lowest compared OMol25 entry of this formula, charge and spin) is 350.22 kJ/mol. The gap between HOMO and LUMO (spin up / spin down) comes out at 7.0 / 9.1 eV.



No. 6
2 unconnected molecules or ions with the total composition CH5N3OP. Source: the Open Molecules 2025 dataset; level of theory: ωB97M-V with the def2-TZVPD basis set.

Positions of all 11 atoms, in Å:
C  -0.386  0.115  0.040
N  -1.382  -0.717  -0.208
N  -0.561  1.414  -0.058
N  0.787  -0.476  0.105
O  3.264  -0.653  -0.105
P  2.339  0.419  0.069
H  -2.238  -0.271  -0.440
H  -1.393  -1.547  0.331
H  -1.541  1.683  -0.007
H  0.307  1.887  0.213
H  0.803  -1.854  0.060

For the HOMO energy, the calculation gives -15.37 eV. As for the charge: +1. The calculated total energy is -16917.2530 eV. Its largest force on an atom is 0.1104 hartree/bohr. The value obtained for the relative energy (zero: lowest compared OMol25 entry of this formula, charge and spin) is 164.53 kJ/mol. The gap between HOMO and LUMO comes out at 10.3 eV.



No. 7
A molecular structure, C20H12ClN3O10Zn. Source: the Open Molecules 2025 dataset; level of theory: ωB97M-V with the def2-TZVPD basis set.

Positions of all 47 atoms, in Å:
Zn  0.677  0.000  1.432
O  -6.119  -2.133  0.840
N  -5.945  -0.943  0.668
O  -6.792  -0.165  0.288
C  -4.601  -0.398  0.951
C  -4.564  0.875  1.387
C  -3.318  1.482  1.740
C  -3.223  2.789  2.251
C  -1.994  3.289  2.590
C  -0.862  2.484  2.400
N  -0.936  1.266  1.906
C  -2.141  0.752  1.592
C  -2.194  -0.610  1.104
N  -1.018  -1.254  0.988
C  -0.998  -2.495  0.559
C  -2.166  -3.173  0.198
C  -3.375  -2.536  0.308
C  -3.420  -1.211  0.789
H  -5.484  1.435  1.477
H  -4.121  3.381  2.378
H  -1.880  4.282  2.998
H  0.128  2.830  2.667
H  -0.026  -2.968  0.493
H  -2.107  -4.189  -0.163
H  -4.285  -3.047  0.040
O  2.305  -0.233  0.340
C  1.790  0.197  -0.754
O  0.607  0.603  -0.776
C  2.631  0.185  -1.980
C  2.085  0.615  -3.181
C  2.833  0.617  -4.360
C  4.130  0.180  -4.262
O  5.056  0.056  -5.259
C  6.285  -0.243  -4.595
O  5.968  -0.666  -3.274
C  4.677  -0.250  -3.062
C  3.958  -0.266  -1.899
H  1.058  0.955  -3.183
H  2.418  0.945  -5.302
H  6.899  0.662  -4.552
H  6.791  -1.048  -5.122
H  4.370  -0.605  -0.961
O  1.587  0.924  3.311
Cl  1.394  -0.290  4.106
O  2.595  -0.663  4.757
O  0.314  -0.099  5.018
O  1.015  -1.318  3.108

For the HOMO energy, the calculation gives -8.31 eV. The calculated total energy is -106813.0637 eV. Its largest force on an atom is 0.0079 hartree/bohr. The value obtained for the relative energy (zero: lowest compared OMol25 entry of this formula, charge and spin) is 0.00 kJ/mol. The gap between HOMO and LUMO comes out at 6.7 eV.